{"formula": "C23H58Cl6O14", "method": "ωB97M-V/def2-TZVPD", "energy_ev": -128582.918, "smiles": "C1CCOC1.C1CCOC1.ClCCl.ClCCl.ClCCl.OCCO.OCCO.OCCO.OCCO.OCCO.OCCO", "spin_multiplicity": 1, "elements": ["C", "C", "C", "O", "C", "H", "H", "H", "H", "H", "H", "H", "H", "C", "C", "C", "O", "C", "H", "H", "H", "H", "H", "H", "H", "H", "C", "C", "O", "O", "H", "H", "H", "H", "H", "H", "C", "C", "O", "O", "H", "H", "H", "H", "H", "H", "C", "C", "O", "O", "H", "H", "H", "H", "H", "H", "C", "C", "O", "O", "H", "H", "H", "H", "H", "H", "C", "C", "O", "O", "H", "H", "H", "H", "H", "H", "C", "C", "O", "O", "H", "H", "H", "H", "H", "H", "C", "Cl", "Cl", "H", "H", "C", "Cl", "Cl", "H", "H", "C", "Cl", "Cl", "H", "H"], "positions_angstrom": [[-0.564, 0.968, -0.650], [-0.793, -0.546, -0.627], [-2.292, -0.558, -0.427], [-2.514, 0.582, 0.451], [-1.421, 1.503, 0.386], [-0.770, 1.494, -1.582], [0.484, 1.145, -0.408], [-0.309, -1.091, 0.183], [-0.432, -0.991, -1.554], [-2.757, -1.510, -0.172], [-2.836, -0.267, -1.326], [-0.901, 1.622, 1.337], [-1.653, 2.532, 0.110], [-3.149, -4.509, -9.196], [-2.973, -3.461, -8.149], [-1.541, -3.570, -7.734], [-1.034, -4.906, -8.207], [-2.230, -5.601, -8.612], [-2.780, -4.177, -10.167], [-4.211, -4.750, -9.172], [-3.679, -3.693, -7.350], [-3.272, -2.459, -8.456], [-1.364, -3.662, -6.663], [-0.752, -2.922, -8.118], [-2.621, -6.117, -7.735], [-2.022, -6.434, -9.284], [-0.549, -9.346, -2.402], [-1.011, -8.200, -1.579], [-1.096, -6.949, -2.295], [0.696, -8.969, -2.987], [-1.168, -9.451, -3.293], [-0.370, -10.276, -1.862], [-0.342, -7.913, -0.768], [-1.989, -8.494, -1.196], [-0.275, -6.805, -2.770], [0.748, -9.337, -3.872], [0.933, 8.201, -1.371], [0.229, 8.997, -0.202], [1.199, 9.580, 0.685], [1.824, 9.084, -2.020], [0.212, 7.853, -2.110], [1.581, 7.393, -1.030], [-0.251, 8.127, 0.246], [-0.489, 9.718, -0.593], [1.304, 10.456, 0.307], [2.541, 9.084, -1.382], [-7.096, 0.886, 5.091], [-7.533, 1.139, 6.543], [-6.526, 2.039, 7.058], [-5.891, 0.115, 5.077], [-6.777, 1.772, 4.542], [-7.827, 0.254, 4.585], [-7.600, 0.274, 7.203], [-8.512, 1.618, 6.556], [-5.757, 1.483, 6.910], [-5.708, 0.001, 4.142], [1.825, 6.804, 5.786], [1.588, 5.791, 4.725], [2.239, 6.248, 3.521], [0.966, 7.983, 5.738], [2.860, 7.126, 5.669], [2.005, 6.296, 6.734], [0.525, 5.650, 4.528], [1.802, 4.748, 4.957], [2.121, 7.184, 3.345], [1.072, 8.469, 4.917], [5.275, -2.770, 5.710], [5.937, -4.011, 6.085], [5.357, -4.635, 7.187], [3.987, -3.146, 5.367], [5.848, -2.370, 4.874], [5.440, -2.144, 6.588], [6.989, -3.798, 6.273], [6.003, -4.701, 5.244], [4.406, -4.516, 7.121], [3.482, -2.418, 4.998], [5.647, 2.786, -2.403], [6.926, 2.931, -3.327], [7.639, 4.137, -3.076], [5.887, 2.752, -1.009], [5.219, 1.824, -2.683], [4.914, 3.524, -2.731], [6.483, 2.915, -4.323], [7.504, 2.007, -3.348], [8.519, 3.974, -3.422], [5.830, 3.646, -0.666], [4.724, -4.342, -1.275], [6.173, -3.672, -0.607], [4.444, -3.886, -2.982], [4.756, -5.431, -1.273], [3.880, -3.963, -0.699], [-4.597, 5.460, -3.715], [-5.511, 4.074, -4.207], [-4.986, 6.037, -2.139], [-3.590, 5.046, -3.663], [-4.887, 6.218, -4.443], [-4.297, -5.763, 5.845], [-4.799, -5.627, 4.101], [-2.456, -5.879, 5.992], [-4.502, -4.840, 6.387], [-4.761, -6.678, 6.214]], "forces_ev_per_a": [[2.857, -0.755, -0.652], [-0.411, 0.041, -0.968], [-0.206, 1.287, -0.889], [-0.762, -0.295, 1.000], [-0.662, 0.311, 0.951], [-0.048, -0.701, -0.386], [0.162, 0.293, -0.191], [0.175, 0.434, 0.216], [-0.284, -0.171, -0.062], [0.149, 0.270, 1.116], [0.268, -0.174, -0.588], [-0.193, -0.536, 0.400], [-1.054, -0.009, 0.061], [0.050, -0.892, 0.427], [-0.479, 1.369, 0.337], [2.423, -2.033, 0.716], [-1.607, 0.558, -0.574], [0.345, -0.178, -0.157], [-0.194, -0.207, -0.087], [0.107, -0.420, -0.697], [0.352, -0.094, 0.394], [0.254, 0.085, -0.246], [-0.417, 0.542, 0.215], [-0.683, 0.622, -0.233], [-0.626, 0.302, 0.291], [0.476, 0.341, -0.378], [1.174, 0.289, -1.579], [0.085, 1.288, 0.364], [-1.021, -0.695, -0.209], [1.021, 0.299, -0.023], [-0.928, -0.460, 0.542], [-0.620, -0.007, 0.251], [0.097, -0.994, 0.436], [-0.143, 0.574, 0.138], [0.245, -0.295, 0.001], [0.095, 0.017, 0.076], [-0.058, 1.686, 0.252], [0.953, -2.538, -0.885], [-0.903, -0.229, -0.764], [0.417, 0.205, -0.314], [-0.124, -0.107, 0.187], [-0.697, -0.467, 0.533], [-0.565, 0.619, 0.996], [0.080, -0.019, 0.091], [0.405, 0.248, 0.261], [0.496, 0.570, -0.303], [-0.077, -1.381, 0.330], [0.865, 1.321, -0.857], [-0.762, -0.600, 0.254], [0.302, -0.400, 0.486], [-1.180, 0.575, 0.269], [-0.510, 0.491, -0.287], [0.097, -0.439, -0.451], [0.132, 0.265, -0.008], [0.720, 0.355, 0.213], [0.428, -0.193, 0.044], [1.294, 0.705, 0.079], [-1.142, 0.714, -1.367], [0.232, -1.393, -0.222], [0.170, -1.534, 1.047], [0.217, 0.338, -0.520], [-1.606, 0.557, 0.726], [-0.462, 0.625, -0.032], [1.303, 0.254, -0.002], [-0.333, -0.015, 0.334], [0.316, -0.223, -0.099], [1.169, 0.351, -0.261], [1.732, -1.524, -0.441], [0.024, -0.150, 0.764], [-1.373, 0.317, -0.118], [-0.154, 0.387, -0.209], [-0.888, 0.698, 0.027], [0.083, 0.074, 0.573], [-0.423, -0.188, -0.335], [-0.189, -0.067, -0.095], [0.019, 0.102, 0.088], [1.399, -0.352, -0.942], [-1.958, -0.129, 0.484], [-0.089, -0.880, -0.066], [-0.157, 0.156, -0.357], [-0.020, -0.153, 0.088], [0.025, 0.371, 0.380], [-0.076, 0.427, -0.420], [0.540, 0.163, 0.763], [0.179, 0.336, 0.077], [0.149, 0.055, -0.001], [-0.959, -0.341, -0.422], [0.624, 0.193, 0.175], [0.093, 0.067, 0.190], [0.102, 0.244, 0.202], [0.131, -0.162, -0.144], [0.366, -0.247, -0.542], [-1.060, -1.227, -0.231], [-0.356, 0.419, 1.090], [0.128, 0.974, -0.465], [0.930, 0.080, 0.149], [1.229, 0.139, -0.887], [0.307, 0.066, 1.136], [-1.357, -0.190, -0.155], [-0.453, -0.365, -0.262], [0.275, 0.359, 0.163]]}